1.
Formula: C5H9N2
Source: the OMol25 dataset
Level of theory: ωB97M-V/def2-TZVPD

Last column: natural (NBO) charge in e.
Geometry (Å):
C (4.02, 0.35, -0.03)  -0.210
C (-1.93, -0.72, -0.25)  -0.373
C (-1.60, 0.81, 0.01)  -0.472
C (-0.53, -1.37, 0.26)  -0.269
C (-0.11, 0.90, -0.08)  0.161
N (0.38, -0.25, 0.08)  -0.018
N (3.10, -0.29, -0.43)  -0.117
H (4.17, 1.41, 0.28)  0.257
H (5.07, -0.08, 0.04)  0.272
H (-2.87, -0.98, 0.31)  0.256
H (-2.00, -1.09, -1.23)  0.235
H (-2.11, 1.48, -0.66)  0.264
H (-1.98, 1.08, 1.08)  0.271
H (-0.58, -1.58, 1.24)  0.225
H (-0.29, -2.30, -0.25)  0.255
H (0.55, 1.80, -0.02)  0.265

The calculation puts the HOMO energy (alpha / beta) at -15.84 / -13.45 eV. The energy above the lowest of the compared OMol25 structures with the same formula, charge and spin comes out at 662.4 kJ/mol. The charge is +1. The calculation puts the LUMO energy (alpha / beta) at -4.97 / -7.89 eV. The spin multiplicity is 1. As for the total energy: -304.977756 Eh.


2.
Formula: C5H9N2
Source: the OMol25 dataset
Level of theory: ωB97M-V/def2-TZVPD

Last column: natural (NBO) charge in e.
Geometry (Å):
H (-0.55, 2.29, -1.03)  0.382
N (-0.26, 1.43, -0.57)  -0.609
C (-1.18, 0.67, -0.27)  0.362
C (-2.58, 0.48, -0.67)  -0.708
C (-0.37, -0.83, 0.38)  0.255
N (0.87, -0.68, 0.45)  -0.270
C (2.08, -1.27, 0.92)  -0.248
C (1.98, 0.10, 0.20)  -0.217
H (-2.93, -0.36, -0.23)  0.235
H (-3.09, 1.42, -0.32)  0.267
H (-2.60, 0.64, -1.75)  0.274
H (-1.04, -1.58, 0.62)  0.224
H (2.56, -2.20, 0.41)  0.255
H (2.34, -1.29, 1.93)  0.245
H (2.28, 1.09, 0.76)  0.282
H (2.50, 0.10, -0.83)  0.272

The calculation puts the HOMO energy at -14.39 eV. The energy above the lowest of the compared OMol25 structures with the same formula, charge and spin comes out at 541.6 kJ/mol. The charge is +1. The structure (SMILES) is [H]/N=C(\C)C=[N+]1CC1. The calculation puts the LUMO energy at -4.90 eV. The spin multiplicity is 1. As for the total energy: -305.023760 Eh.


3.
Formula: C5H9N2
Source: the OMol25 dataset
Level of theory: ωB97M-V/def2-TZVPD

Last column: natural (NBO) charge in e.
Geometry (Å):
C (-1.00, 0.75, 1.98)  -0.666
C (-0.21, 0.17, 0.87)  0.485
N (-0.79, -0.08, -0.25)  -0.458
C (0.08, -0.52, -1.25)  0.317
N (-0.41, -1.18, -2.37)  -0.804
C (1.35, -0.31, -0.82)  -0.226
C (1.27, 0.20, 0.58)  -0.508
H (-0.76, 0.24, 2.86)  0.266
H (-1.99, 0.68, 1.65)  0.239
H (-0.64, 1.88, 2.19)  0.278
H (-1.74, -0.09, -0.55)  0.444
H (0.26, -1.73, -2.82)  0.412
H (-0.94, -0.55, -2.95)  0.396
H (2.25, -0.56, -1.24)  0.244
H (1.87, -0.12, 1.37)  0.286
H (1.39, 1.23, 0.74)  0.296

The calculation puts the HOMO energy at -13.35 eV. The energy above the lowest of the compared OMol25 structures with the same formula, charge and spin comes out at 209.4 kJ/mol. The charge is +1. The structure (SMILES) is CC1=[NH+]C(N)=CC1. The calculation puts the LUMO energy at -4.42 eV. The spin multiplicity is 1. As for the total energy: -305.150263 Eh.


4.
Formula: C5H9N2
Source: the OMol25 dataset
Level of theory: ωB97M-V/def2-TZVPD

Last column: natural (NBO) charge in e.
Geometry (Å):
C (1.73, -0.02, 0.13)  0.673
C (-0.20, 0.03, -0.17)  0.521
C (3.07, -0.35, 0.43)  -0.780
C (-2.65, -0.51, 0.15)  -0.593
C (-1.54, 0.50, -0.23)  -0.520
N (0.48, -1.05, 0.01)  -0.412
N (0.99, 0.93, -0.33)  -0.549
H (3.67, -0.75, -0.43)  0.340
H (3.06, -1.09, 1.31)  0.317
H (3.64, 0.55, 0.89)  0.288
H (-3.24, -0.84, -0.81)  0.251
H (-3.20, -0.03, 0.90)  0.237
H (-1.96, -1.37, 0.54)  0.235
H (-1.43, 1.49, 0.32)  0.261
H (-1.75, 0.79, -1.33)  0.295
H (1.19, 1.91, -0.33)  0.435

The calculation puts the HOMO energy at -15.30 eV. The energy above the lowest of the compared OMol25 structures with the same formula, charge and spin comes out at 499.0 kJ/mol. The charge is +1. The calculation puts the LUMO energy at -5.68 eV. The spin multiplicity is 1. As for the total energy: -305.039959 Eh.


5.
Formula: C5H9N2
Source: the OMol25 dataset
Level of theory: ωB97M-V/def2-TZVPD

Last column: natural (NBO) charge in e.
Geometry (Å):
C (-0.80, 1.60, -0.99)  -0.347
C (0.43, 1.02, -0.75)  -0.120
C (-1.77, 0.57, -0.78)  0.302
C (0.09, -0.52, -0.48)  0.564
C (0.98, -1.72, -0.49)  -0.717
N (-1.22, -0.57, -0.50)  -0.579
N (0.19, 0.18, 1.76)  -0.929
H (-0.91, 2.69, -1.03)  0.270
H (1.35, 1.64, -0.69)  0.262
H (-2.83, 0.68, -0.69)  0.234
H (1.94, -1.31, -0.12)  0.238
H (1.04, -2.20, -1.52)  0.316
H (0.67, -2.33, 0.40)  0.271
H (-0.76, -0.09, 1.98)  0.424
H (0.71, 0.95, 2.18)  0.420
H (0.89, -0.58, 1.74)  0.391

The calculation puts the HOMO energy at -14.55 eV. The energy above the lowest of the compared OMol25 structures with the same formula, charge and spin comes out at 458.1 kJ/mol. The charge is +1. The calculation puts the LUMO energy at -6.92 eV. The spin multiplicity is 1. As for the total energy: -305.055555 Eh.


6.
Formula: C5H9N2
Source: the OMol25 dataset
Level of theory: ωB97M-V/def2-TZVPD

Last column: natural (NBO) charge in e.
Geometry (Å):
C (0.95, -1.43, 0.47)  0.123
C (-2.47, -0.85, 0.84)  0.212
C (-0.46, 0.12, -0.63)  -0.263
C (-1.63, 0.31, 0.27)  -0.227
C (1.62, 0.89, 0.35)  -0.439
N (0.73, -0.22, 0.14)  -0.224
N (-2.89, -0.15, -0.16)  -0.563
H (-0.70, -0.63, -1.32)  0.240
H (-0.23, 1.04, -1.23)  0.241
H (1.83, -1.88, 0.99)  0.247
H (-1.81, 1.40, 0.77)  0.209
H (2.53, 0.56, 0.77)  0.238
H (1.89, 1.35, -0.66)  0.253
H (1.12, 1.79, 1.03)  0.266
H (0.34, -2.24, 0.09)  0.230
H (-3.71, 0.32, -0.64)  0.459

The calculation puts the HOMO energy at -13.28 eV. The energy above the lowest of the compared OMol25 structures with the same formula, charge and spin comes out at 611.1 kJ/mol. The charge is +1. The calculation puts the LUMO energy at -4.89 eV. The spin multiplicity is 1. As for the total energy: -304.997279 Eh.


- The highest energy above the lowest of the compared OMol25 structures with the same formula, charge and spin belongs to which entry?
  number 1


- charge of number 3 (C5H9N2)?
  +1